# C6H37NO12

A 12-piece molecular cluster, C6H37NO12 overall in a non-equilibrium geometry (wB97M-V/def2-TZVPD, OMol25).

Last column: Mulliken charge in e.
CARTESIAN COORDINATES (ANGSTROEM)
C 2.04833 -1.70831 0.05696  -0.881
C 0.85312 -1.62360 -0.88179  -0.074
C -0.38245 -1.06609 -0.17177  -0.280
N -0.08063 0.39610 -0.01046  0.592
C -1.23289 1.23947 0.30560  0.914
C -1.26757 1.70321 1.77465  -1.540
C -1.13152 2.59552 -0.40570  -0.922
O -1.20692 2.56338 -1.82494  -0.586
H 2.85862 -2.32082 -0.34235  0.442
H 1.92542 -1.77777 1.12121  -0.051
H 2.64114 -0.81752 -0.18417  0.169
H 1.19450 -0.97373 -1.68573  -0.131
H 0.55065 -2.61117 -1.24335  0.499
H -1.36443 -1.09290 -0.63926  0.412
H -0.43400 -1.56931 0.80476  -0.163
H 0.63631 0.55394 0.68693  0.094
H -2.18292 0.81728 -0.04377  -0.265
H -0.31987 2.07309 2.21977  0.287
H -2.03633 2.47969 1.86665  0.478
H -1.57436 0.87176 2.43076  0.271
H -0.13055 3.00019 -0.14023  0.314
H -1.83428 3.42807 -0.19902  0.384
H -0.42687 2.22497 -2.26509  0.281
O -2.95148 0.01353 -3.27875  -0.789
H -2.12366 -0.44294 -3.66624  0.418
H -2.51148 0.86262 -3.12007  0.349
O 2.80285 1.16533 2.33913  -0.558
H 2.48046 0.47437 2.96731  0.330
H 3.30349 1.70603 2.96235  0.291
O 1.80846 0.84164 -4.29416  -0.673
H 1.85894 1.79183 -4.46300  0.321
H 2.45055 0.58308 -3.63074  0.319
O -0.42936 -0.15780 -3.42063  -0.781
H 0.32849 0.27256 -3.90266  0.430
H -0.48111 0.26024 -2.55074  0.304
O -1.41730 -3.09880 2.52633  -0.688
H -1.76971 -3.35898 1.66731  0.318
H -1.53768 -2.16361 2.73067  0.286
O 4.18450 2.47662 -0.00242  -0.613
H 4.17787 1.75843 0.64105  0.304
H 4.50160 3.25704 0.46003  0.291
O 1.08524 -3.28007 3.39164  -0.790
H 0.19278 -3.32290 2.97523  0.455
H 1.66651 -2.91861 2.71582  0.350
O -3.78295 -1.20945 -1.19176  -0.698
H -4.25929 -1.93736 -1.63152  0.240
H -3.44319 -0.67122 -1.97889  0.382
O 1.76647 2.04132 -1.98215  -0.518
H 2.51613 2.44454 -1.52546  0.218
H 1.58743 1.23893 -1.46371  0.232
O -3.76227 -1.61456 1.59107  -0.590
H -4.66021 -1.44889 1.89117  0.263
H -3.72562 -1.40956 0.63659  0.402
O 1.30189 -0.61950 3.83693  -0.742
H 1.27921 -1.55175 4.09382  0.420
H 0.45992 -0.36757 3.44679  0.271

Values from the calculation:
Net charge: 0
E_tot: -32882.6847 eV
Orbital gap: 9.3 eV
F_max: 0.0512 hartree/bohr
HOMO: -9.14 eV
E_LUMO: 0.2 eV


# C31H31N3O2SiTaTe

C31H31N3O2SiTaTe as an isolated structure in a non-equilibrium geometry (wB97M-V/def2-TZVPD, OMol25).

Last column: Mulliken charge in e.
CARTESIAN COORDINATES (ANGSTROEM)
Ta 0.91048 0.40115 1.23546  1.142
C 3.08445 3.38915 0.26616  -1.304
C 3.53319 1.99126 -0.00346  0.762
C 4.76194 1.67544 -0.53441  -0.775
C 5.09805 0.34138 -0.76647  -0.652
C 4.23853 -0.69944 -0.42809  -0.967
C 3.03683 -0.36104 0.14498  0.673
N 2.68627 0.96814 0.30010  0.222
N 2.00173 -1.18497 0.66659  0.753
Si 2.40278 -2.99120 1.00172  0.058
C 2.51741 -3.79513 -0.66099  -1.069
C 1.02877 -3.68373 2.02028  -1.105
C 3.92406 -2.92442 2.05217  -1.018
H 3.67329 3.82093 1.07833  0.395
H 2.03001 3.43075 0.53947  0.131
H 3.24699 4.01693 -0.60991  0.418
H 5.45743 2.46844 -0.77345  0.556
H 6.05754 0.10735 -1.21194  0.501
H 4.49980 -1.73262 -0.60361  0.560
H 2.16205 -3.15291 -1.46914  0.340
H 1.92560 -4.71223 -0.67398  0.448
H 3.54602 -4.08541 -0.89000  0.401
H 0.08973 -3.79456 1.47528  0.277
H 0.87039 -3.15750 2.96299  0.314
H 1.33762 -4.69903 2.29288  0.411
H 4.82762 -2.64288 1.51061  0.379
H 4.10773 -3.91327 2.47978  0.406
H 3.80338 -2.22716 2.88521  0.336
O -1.69037 2.99433 2.93942  -0.400
C -1.08435 2.45878 2.09753  -0.118
O -0.21831 1.36237 2.33005  -0.675
C -1.06393 2.70510 0.63377  0.791
C -1.80786 3.73247 0.08755  -0.761
C -1.75449 3.91361 -1.27847  -0.807
C -0.95840 3.07591 -2.07414  0.987
C -0.87966 3.22145 -3.48463  -0.958
C -0.07836 2.40190 -4.21876  -0.898
C 0.68942 1.39725 -3.58054  -0.802
C 0.62637 1.21917 -2.22736  -0.483
C -0.20371 2.04969 -1.44665  0.247
N -0.27815 1.87431 -0.08982  0.380
H -2.40020 4.35821 0.74137  0.661
H -2.32375 4.70865 -1.74634  0.535
H -1.46635 3.99581 -3.96253  0.500
H -0.02256 2.51219 -5.29311  0.462
H 1.33469 0.76715 -4.17911  0.535
H 1.21101 0.44126 -1.74555  0.576
Te -1.37019 -1.29836 1.86692  0.434
C -3.01533 -0.02453 2.07785  0.746
C -3.36143 0.33493 3.37449  -0.673
C -4.47040 1.14755 3.56511  -0.590
C -5.21178 1.57726 2.47203  -0.605
C -4.85075 1.20532 1.18170  -0.643
C -3.74122 0.39748 0.97064  -0.379
C -1.88943 -2.14024 0.02059  0.320
C -2.75857 -3.22456 0.03686  -0.588
C -3.15537 -3.77978 -1.17300  -0.724
C -2.69390 -3.24962 -2.37052  -0.674
C -1.82801 -2.16297 -2.37123  -0.521
C -1.41305 -1.60635 -1.17065  -0.371
H -2.79229 -0.01069 4.22909  0.418
H -4.75568 1.43810 4.56694  0.458
H -6.08750 2.19330 2.62755  0.458
H -5.44338 1.53078 0.33656  0.482
H -3.46851 0.08768 -0.03116  0.523
H -3.12766 -3.63909 0.96698  0.529
H -3.82587 -4.62878 -1.17540  0.448
H -3.01362 -3.68316 -3.30856  0.439
H -1.48389 -1.74339 -3.30796  0.500
H -0.73288 -0.76391 -1.17405  0.649

Values from the calculation:
Net charge: +3
E_tot: -57913.9644 eV
Orbital gap: 5.4 eV
F_max: 0.0458 hartree/bohr
HOMO: -16.95 eV
E_LUMO: -11.6 eV


# C4H9NO2

An isolated molecule of C4H9NO2 (wB97M-V/def2-TZVPD, OMol25).

Last column: Mulliken charge in e.
CARTESIAN COORDINATES (ANGSTROEM)
N 1.98222 -0.69507 1.90080  -0.345
C 1.09835 -0.85332 0.92998  0.426
O 0.34731 -1.93937 1.03810  -0.474
C 0.95409 0.08996 -0.19046  -0.095
C -0.47167 0.44140 0.20571  -0.885
C -1.42028 0.48666 -0.93921  -0.470
O -1.03364 1.48426 -1.90579  -0.536
H 1.89128 -1.23548 2.74894  0.240
H 2.67589 0.03403 1.84509  0.227
H 1.72589 0.87386 -0.18580  0.278
H 0.99778 -0.44283 -1.14719  0.218
H -0.49843 -1.55155 0.66452  0.421
H -0.49900 1.34445 0.81954  0.107
H -1.46784 -0.49328 -1.45059  0.264
H -2.43442 0.70142 -0.56665  0.335
H -1.67011 1.44677 -2.63236  0.290

Values from the calculation:
Net charge: 0
E_tot: -9876.1135 eV
Orbital gap: 7.3 eV
F_max: 0.0106 hartree/bohr
HOMO: -6.65 eV
E_LUMO: 0.6 eV